{
  "formula": "C11H15N3O",
  "method": "ωB97M-V/def2-TZVPD",
  "homo_lumo_gap_ev": 9.0,
  "smiles": "C=C(/N=C1/C[C@H]1/C=N\\N=C=O)C(C)(C)C",
  "relative_energy_kcal_mol": 143.6,
  "e_homo_ev": -8.52,
  "total_energy_ev": -18162.6346,
  "elements": ["C", "C", "C", "C", "C", "C", "C", "C", "C", "C", "C", "N", "N", "N", "O", "H", "H", "H", "H", "H", "H", "H", "H", "H", "H", "H", "H", "H", "H", "H"],
  "coordinates": [[1.8808, 2.7384, 0.6780], [0.1074, -0.6461, 0.5089], [1.9774, 0.8530, -2.1429], [1.4199, -0.8776, 0.6680], [-0.5417, 2.6691, 2.0595], [0.3480, 2.6348, 0.8267], [-0.3408, 1.4459, 1.3171], [-1.7566, -0.5462, -1.0900], [-1.6113, -2.4987, 0.6371], [0.0091, -2.3608, -1.3439], [-0.8271, -1.5781, -0.3780], [2.6140, 2.3007, -0.2610], [-0.5700, 0.2060, 1.2802], [1.9562, 1.6956, -1.2943], [1.9036, 0.1822, -3.0751], [2.3540, 3.0806, 1.4986], [2.0062, -0.3516, 1.3798], [1.8410, -1.5834, -0.0414], [-0.1906, 3.0065, 3.0013], [-1.4308, 3.2923, 1.9751], [-0.2267, 3.2608, 0.0867], [-2.4974, -0.1256, -0.3685], [-1.2358, 0.2626, -1.6365], [-2.2178, -1.1343, -1.8746], [-1.0335, -3.3713, 0.7598], [-2.5167, -2.6799, 0.2700], [-1.7975, -2.0161, 1.6262], [0.5120, -3.2275, -0.9577], [0.6854, -1.8549, -1.9673], [-0.8209, -2.7764, -2.1416]]
}